A 3-piece molecular cluster, C4H13O3 overall at a distorted geometry. Source: the Open Molecules 2025 dataset; level of theory: ωB97M-V/def2-TZVPD.

The geometry in ORCA input format:
```
! RIJCOSX wB97M-V def2-TZVPD def2/J DEFGRID3
* xyz -1 1
C 0.785 -0.848 1.177
O 1.675 0.033 0.620
C -0.502 -1.082 0.324
C -1.530 0.014 0.532
C -2.610 0.025 -0.530
H 1.203 -1.880 1.287
H 0.466 -0.528 2.205
H -0.937 -2.041 0.581
H -0.116 -1.029 -0.692
H -1.039 0.990 0.589
H -1.994 -0.123 1.523
H -3.225 0.914 -0.530
H -3.227 -0.877 -0.426
H -2.138 -0.048 -1.522
H 3.216 1.444 -0.883
H 3.430 0.460 0.203
O 3.951 1.075 -0.361
H 1.158 0.820 -0.655
H 0.516 1.121 -2.099
O 0.918 1.560 -1.342
*
```

Properties
LUMO ... 3.864 eV
HOMO energy ... -3.72 eV
DFT total energy ... -385.949471 Ha

Charges per atom according to natural (NBO) partitioning, unit e: 0.00 -0.97 -0.43 -0.40 -0.60 0.09 0.10 0.17 0.19 0.22 0.17 0.19 0.18 0.19 0.48 0.51 -1.01 0.51 0.44 -1.04